(1)
Molecular formula: C23H30N6O4Rb
Method: DFT, wB97M-V/def2-TZVPD

Cartesian coordinates (Å):
Rb: -0.75297 -0.84467 -0.68927
C: 2.14038 -0.37600 2.44611
C: 1.39102 -1.70375 2.43748
N: 1.24278 -2.30632 1.11490
C: 2.46322 -2.77263 0.48006
C: 3.27141 -1.65864 -0.15760
C: 4.65531 -1.62815 -0.03562
C: 5.35066 -0.57601 -0.60940
C: 4.63840 0.43204 -1.23381
C: 3.25021 0.33276 -1.30181
C: 2.39588 1.45032 -1.87906
N: 1.31544 1.92334 -1.03163
C: 1.66279 2.61165 0.20126
C: 2.30695 1.77862 1.31800
N: 1.53629 0.59158 1.57810
N: 2.59556 -0.72408 -0.81969
H: 3.17624 -0.53244 2.12146
H: 2.20891 -0.05350 3.50251
H: 0.38127 -1.52525 2.81660
H: 1.90119 -2.38257 3.14200
H: 0.59183 -3.07747 1.18270
H: 2.17384 -3.46810 -0.31295
H: 3.11847 -3.32104 1.17629
H: 5.17458 -2.40346 0.51398
H: 6.43046 -0.52383 -0.53792
H: 5.13843 1.30020 -1.64462
H: 1.93650 1.08846 -2.80330
H: 3.04152 2.29600 -2.13376
H: 0.72820 1.13307 -0.81013
H: 0.73123 3.02821 0.59366
H: 2.32304 3.45094 -0.04124
H: 2.42900 2.43631 2.19949
H: 3.31913 1.46974 1.02808
H: 0.55192 0.77523 1.78383
C: -2.22544 0.73855 -5.03521
C: -2.00423 0.40771 -3.56942
O: -0.87537 0.34006 -3.14463
C: -3.30715 0.06223 -2.84336
C: -3.53041 0.37293 -1.37335
C: -4.79839 -0.23765 -0.84510
N: -2.77232 1.17118 -0.73218
N: -3.20944 1.60240 0.51543
C: -2.37666 1.41444 1.50087
O: -1.29013 0.74561 1.46998
C: -2.81453 2.01564 2.81025
C: -2.04287 1.79420 3.94622
C: -2.40509 2.33848 5.17109
C: -3.54928 3.11690 5.27394
C: -4.32626 3.34281 4.14237
C: -3.96250 2.79754 2.92085
H: -1.26735 0.77928 -5.54862
H: -2.72458 1.70857 -5.11145
H: -2.87237 -0.01225 -5.48993
H: -4.10385 0.59714 -3.38414
H: -5.63323 0.01487 -1.50517
H: -4.99719 0.12397 0.16029
H: -4.69484 -1.32354 -0.85344
H: -1.15513 1.18421 3.83554
H: -1.79413 2.15679 6.04784
H: -3.83665 3.54561 6.22670
H: -5.21956 3.95153 4.22123
H: -4.55749 2.96606 2.03396
O: -2.60362 -2.06417 -2.32809
O: -3.53195 -1.29325 -3.14412

The total charge is -1. The HOMO-LUMO gap comes out at 5.8 eV. The HOMO energy is -3.652 eV. Its electronic energy is -1547.9684 a.u. The spin multiplicity is 1. The LUMO energy is 2.120 eV.

---

(2)
Molecular formula: C23H31AlBBrF3NO4P
Method: DFT, wB97M-V/def2-TZVPD

Cartesian coordinates (Å):
C: -5.24039 -0.67378 0.09252
C: -4.56633 0.33032 0.99516
O: -4.23066 -0.15585 2.27950
B: -3.23665 -1.15467 2.36307
O: -1.92729 -0.65838 2.51804
Al: -3.51250 -3.25951 2.20848
C: -1.81773 -4.02247 1.38199
C: -1.99176 -4.89759 0.17844
O: -2.87567 -5.97382 0.47448
C: -2.53303 -4.12846 -1.03633
N: -2.16018 -2.68642 -1.03598
P: -3.91396 -4.08412 4.40258
O: -4.33062 -5.70278 4.18243
Br: -5.91184 -3.04099 4.88068
H: -4.54734 -1.43386 -0.24266
H: -5.61689 -0.13664 -0.77321
H: -6.06820 -1.16154 0.58560
H: -5.26372 1.14661 1.15243
H: -3.69376 0.76237 0.49857
H: -1.68952 -0.07103 1.78295
H: -4.78904 -3.59321 1.28459
H: -1.29654 -4.60719 2.14016
H: -1.15944 -3.20304 1.13878
H: -1.00822 -5.28816 -0.10320
H: -2.62944 -6.73881 -0.06688
H: -2.14724 -4.58501 -1.94627
H: -3.60903 -4.20682 -1.04322
H: -2.91743 -2.18133 -1.48238
H: -1.37234 -2.55452 -1.65993
H: -4.61212 -6.01019 5.05964
F: 0.51905 -2.13071 -3.13844
C: 0.51391 -0.78304 -3.06980
C: -0.67254 -0.10864 -3.26996
C: -0.67614 1.27543 -3.19191
C: 0.49912 1.96208 -2.92138
C: 1.68239 1.26403 -2.72320
C: 1.69320 -0.12158 -2.79535
H: -1.57946 -0.66170 -3.47581
H: -1.60119 1.81716 -3.33467
H: 0.49186 3.04229 -2.85884
H: 2.59424 1.79838 -2.50978
H: 2.60088 -0.68771 -2.63416
F: 0.50840 0.83431 0.34334
C: 1.04564 1.62122 1.29495
C: 2.07383 2.47647 0.95053
C: 2.61957 3.29161 1.93127
C: 2.13703 3.23734 3.23173
C: 1.10356 2.36647 3.55261
C: 0.54708 1.54949 2.58026
H: 2.43605 2.49769 -0.06934
H: 3.42302 3.97104 1.67844
H: 2.56679 3.87330 3.99455
H: 0.72803 2.31891 4.56554
H: -0.26290 0.86439 2.80608
F: 4.01025 3.31266 -2.96071
C: 5.16314 3.67579 -2.36096
C: 5.12281 4.61528 -1.35129
C: 6.30916 4.98064 -0.73345
C: 7.50992 4.41148 -1.13407
C: 7.52491 3.47049 -2.15387
C: 6.34333 3.09318 -2.77401
H: 4.17599 5.04877 -1.05784
H: 6.29469 5.71069 0.06407
H: 8.43294 4.70047 -0.65015
H: 8.45948 3.02688 -2.46865
H: 6.33084 2.35629 -3.56578

The total charge is -1. The HOMO-LUMO gap comes out at 5.6 eV. The HOMO energy is -3.700 eV. Its electronic energy is -4733.1055 a.u. The spin multiplicity is 1. The LUMO energy is 1.936 eV.

---

(3)
Molecular formula: C23H31CdCl2N4O3
Method: DFT, wB97M-V/def2-TZVPD

Cartesian coordinates (Å):
O: 3.11664 0.99243 -2.46624
C: 1.98931 1.56008 -2.82855
C: 1.87994 3.03004 -2.42821
C: 1.38608 3.39628 -1.17742
H: 1.11422 2.61131 -0.46726
C: 1.16157 4.74783 -0.89738
H: 0.76362 5.02323 0.07983
C: 1.43296 5.71581 -1.86886
H: 1.23063 6.76754 -1.66224
C: 1.93636 5.33463 -3.11735
H: 2.12453 6.07834 -3.89285
C: 2.20518 3.98784 -3.37790
H: 2.64093 3.66595 -4.32629
H: 2.29330 1.53712 -3.88728
C: 0.62444 -0.55373 -3.44688
C: 0.57064 0.78404 -2.80018
H: 0.74080 -0.46373 -4.54685
H: -0.30303 -1.12149 -3.23311
H: 1.48550 -1.12602 -3.06872
C: -0.57252 1.45949 -2.55475
C: -1.89854 1.27585 -3.22446
H: -0.55982 2.29461 -1.84983
H: -2.04989 1.99847 -4.03917
H: -2.67812 1.44798 -2.47261
H: -2.03012 0.26351 -3.61835
Cd: -1.31286 -0.31152 -0.54696
Cl: -2.39501 1.76950 0.11633
Cl: -2.39303 -1.90309 -2.07927
C: -3.23596 -1.51211 1.50004
O: -1.98740 -1.43369 1.38716
N: -3.82887 -2.22528 2.45699
C: -3.01432 -3.07698 3.30746
C: -5.27649 -2.25214 2.61507
H: -3.91350 -0.98353 0.81072
H: -1.97540 -2.88861 3.04379
H: -3.25999 -4.13084 3.13710
H: -3.19143 -2.83204 4.35983
H: -5.70200 -1.39924 2.07403
H: -5.55218 -2.18642 3.67406
H: -5.72301 -3.17134 2.21068
H: 1.92891 -4.54561 -0.33580
H: 4.27830 -3.29668 -0.14511
C: 1.73131 -3.83764 -1.15073
C: 3.92005 -2.66307 -0.96641
N: 2.46485 -2.58989 -0.94461
H: 0.65737 -3.64770 -1.23722
C: 1.85368 -1.49095 -0.48299
O: 0.65980 -1.46560 -0.10980
H: 4.32445 -1.65192 -0.86373
H: 2.48761 -0.58655 -0.46656
H: 2.10276 -4.30305 -2.06895
H: 4.24805 -3.10023 -1.91350
N: 3.23751 -1.30701 5.53960
C: 2.28300 -0.86360 5.02559
C: 1.10484 -0.30812 4.41076
C: -0.02963 -0.01056 5.18050
C: -1.13588 0.55918 4.56384
C: -1.04749 0.83393 3.18666
N: 0.02783 0.53973 2.47596
C: 1.07695 -0.03927 3.02882
H: -0.02523 -0.23362 6.24787
H: -2.04917 0.80404 5.09982
H: -1.86833 1.31184 2.64613
H: 1.92530 -0.27774 2.38574

The total charge is -1. The HOMO-LUMO gap comes out at 5.1 eV. The HOMO energy is -3.058 eV. Its electronic energy is -2427.9472 a.u. The spin multiplicity is 1. The LUMO energy is 2.032 eV.